1.
{"formula": "C49H58N7O2SV", "method": "ωB97M-V/def2-TZVPD", "symbols": ["V", "C", "C", "C", "C", "C", "C", "C", "C", "C", "C", "C", "C", "C", "C", "C", "C", "N", "C", "C", "C", "N", "C", "C", "C", "N", "C", "C", "C", "C", "C", "C", "C", "C", "C", "C", "C", "C", "N", "C", "C", "H", "H", "H", "H", "H", "H", "H", "H", "H", "H", "H", "H", "H", "H", "H", "H", "H", "H", "H", "H", "H", "H", "H", "H", "H", "H", "H", "H", "H", "H", "H", "H", "H", "H", "H", "H", "H", "H", "H", "H", "H", "H", "H", "H", "N", "C", "C", "C", "O", "O", "H", "H", "H", "H", "H", "H", "S", "C", "C", "C", "N", "C", "C", "C", "C", "C", "N", "C", "C", "H", "H", "H", "H", "H", "H", "H", "H"], "coordinates": [[-0.11401, -0.04810, 0.21961], [-6.25710, 1.63096, -0.81472], [-5.15878, 1.52758, -1.87793], [-4.03058, 0.62564, -1.48432], [-4.01001, -0.73534, -1.50744], [-5.11425, -1.66617, -1.89476], [-5.81527, -2.29537, -0.68377], [-2.69182, -1.13490, -1.05343], [-2.27091, -2.44798, -0.90252], [-1.07313, -2.87578, -0.34004], [-0.75147, -4.26109, -0.07638], [-1.65158, -5.42355, -0.35227], [-2.79399, -5.51804, 0.66917], [0.47175, -4.26879, 0.52656], [0.87896, -2.88591, 0.64332], [2.06358, -2.44760, 1.22352], [2.47512, -1.12926, 1.37911], [1.75257, -0.04083, 1.00492], [2.50709, 1.05368, 1.28054], [2.13266, 2.36899, 1.04003], [0.90982, 2.79825, 0.53482], [-0.08738, 1.98643, 0.08738], [-1.11135, 2.79488, -0.30027], [-2.33004, 2.36329, -0.81549], [-2.72444, 1.04700, -1.00703], [-1.94447, -0.03846, -0.75960], [-0.75495, 4.17991, -0.09066], [0.51009, 4.18222, 0.42608], [1.32409, 5.34951, 0.88797], [1.25428, 5.51342, 2.41244], [-1.65270, 5.34841, -0.35054], [-2.72689, 5.50986, 0.73412], [3.76701, 0.65097, 1.87448], [3.74844, -0.70961, 1.93701], [4.82621, -1.60373, 2.46703], [4.86589, -1.63489, 3.99943], [4.83980, 1.58378, 2.34095], [4.47481, 2.28433, 3.65703], [-0.06328, -2.07471, 0.08711], [1.23511, -5.45664, 1.02392], [0.68789, -5.96324, 2.36454], [-7.01627, 2.35109, -1.12371], [-5.84373, 1.95490, 0.14179], [-6.74300, 0.66709, -0.66195], [-4.77393, 2.52706, -2.08573], [-5.59846, 1.16062, -2.80893], [-4.71934, -2.46303, -2.53048], [-5.85149, -1.12066, -2.48824], [-5.10677, -2.85061, -0.06815], [-6.60017, -2.97884, -1.01129], [-6.26900, -1.52708, -0.05700], [-2.96292, -3.22034, -1.21143], [-1.06631, -6.34527, -0.32947], [-2.07583, -5.33554, -1.35610], [-2.40107, -5.57513, 1.68398], [-3.40956, -6.39886, 0.47822], [-3.43081, -4.63462, 0.62196], [2.73553, -3.20860, 1.59517], [2.85646, 3.13255, 1.29345], [-3.04262, 3.13234, -1.08205], [0.96895, 6.26506, 0.41226], [2.36594, 5.22153, 0.58383], [0.22290, 5.67686, 2.72937], [1.85598, 6.36097, 2.74432], [1.61712, 4.61315, 2.91060], [-2.13916, 5.22856, -1.32167], [-1.05697, 6.26116, -0.39731], [-3.37077, 4.63040, 0.77905], [-3.35143, 6.37957, 0.52346], [-2.26937, 5.64185, 1.71554], [5.79361, -1.26097, 2.09048], [4.68669, -2.61886, 2.09294], [5.10632, -0.64945, 4.39852], [5.62374, -2.33962, 4.34535], [3.89803, -1.93686, 4.40116], [5.03284, 2.33870, 1.57400], [5.76669, 1.02380, 2.48122], [3.55669, 2.86271, 3.54932], [5.27298, 2.96001, 3.96883], [4.31072, 1.55240, 4.44827], [2.28936, -5.19893, 1.13342], [1.18080, -6.25879, 0.28357], [0.63146, -5.14493, 3.08320], [1.32371, -6.74891, 2.77609], [-0.31613, -6.36690, 2.23567], [-1.70422, 2.32454, 3.19200], [-2.19925, 1.26958, 4.06511], [-2.67600, 0.00570, 3.31702], [-1.59394, -0.81076, 2.59811], [-1.44257, -1.99672, 2.83703], [-0.85977, -0.16894, 1.73707], [-1.24792, 3.05862, 3.71695], [-2.45226, 2.73631, 2.64749], [-3.03831, 1.61507, 4.68503], [-1.39475, 0.98675, 4.74811], [-3.43111, 0.28782, 2.57547], [-3.12880, -0.66819, 4.04045], [4.78644, 0.10508, -4.48108], [3.37197, 0.03937, -3.38774], [2.92279, -1.16991, -2.87792], [1.81891, -1.17359, -2.04522], [1.15052, -0.07221, -1.68134], [1.57625, 1.08040, -2.21304], [2.67296, 1.18692, -3.04871], [3.85556, -0.20516, -5.98709], [3.30173, 0.85283, -6.69123], [2.52260, 0.55945, -7.80218], [2.28862, -0.67774, -8.22645], [2.84741, -1.67948, -7.55617], [3.64354, -1.50020, -6.43266], [3.42613, -2.09455, -3.12271], [1.45503, -2.11183, -1.65704], [1.00752, 1.96395, -1.95743], [2.98337, 2.14881, -3.43259], [3.47212, 1.87412, -6.38010], [2.05900, 1.35426, -8.37652], [2.64339, -2.67545, -7.93420], [4.08488, -2.34353, -5.91993]], "e_homo_ha": [-0.2398, -0.2368], "homo_lumo_gap_ev": [5.8, 5.7], "lumo_energy_ha": [-0.026, -0.028], "multiplicity": 3, "max_force_ev_per_a": 4.4, "charge": 0}


2.
{"formula": "C47H55BLuN12O3S3", "method": "ωB97M-V/def2-TZVPD", "symbols": ["Lu", "C", "C", "C", "C", "N", "N", "B", "N", "N", "C", "C", "C", "C", "C", "S", "C", "C", "C", "C", "N", "N", "C", "C", "C", "C", "C", "S", "C", "C", "C", "C", "C", "S", "C", "C", "C", "C", "H", "H", "H", "H", "H", "H", "H", "H", "H", "H", "H", "H", "H", "H", "H", "H", "H", "H", "H", "H", "H", "H", "H", "H", "H", "H", "H", "H", "H", "H", "H", "H", "H", "H", "H", "H", "H", "H", "H", "C", "C", "C", "C", "N", "C", "C", "C", "C", "C", "C", "C", "H", "H", "H", "H", "H", "H", "H", "H", "O", "H", "H", "O", "N", "C", "C", "N", "C", "N", "N", "C", "O", "C", "C", "C", "N", "C", "C", "H", "H", "H", "H", "H", "H"], "coordinates": [[0.24999, 0.83980, -0.22266], [-0.77475, 0.38213, 5.61704], [-1.06834, -0.67928, 4.62414], [-1.50632, -1.93342, 4.98440], [-1.78985, -2.91987, 4.00717], [-1.67296, -2.52699, 2.76825], [-1.20064, -1.34139, 2.37296], [-1.54033, -2.29855, 1.28239], [-0.45510, -3.12524, 0.62020], [-0.91250, -4.16297, -0.07530], [-0.10626, -5.05656, -0.56930], [1.27982, -5.01626, -0.26541], [1.78070, -3.93858, 0.40254], [3.22541, -3.77121, 0.71313], [0.87946, -2.88855, 0.77679], [1.47010, -1.44001, 1.38621], [-0.72543, -6.14846, -1.41527], [0.31081, -6.83792, -2.30899], [-1.34337, -7.18513, -0.46601], [-1.81280, -5.50746, -2.28410], [-2.84192, -2.13899, 0.52383], [-3.53481, -3.27109, 0.31033], [-4.65091, -3.24156, -0.35744], [-5.14077, -2.02815, -0.91075], [-4.47487, -0.86656, -0.67785], [-4.92069, 0.44190, -1.21803], [-3.28965, -0.91893, 0.11948], [-2.54739, 0.51357, 0.59200], [-5.49023, -4.49028, -0.53418], [-6.81351, -4.26880, 0.21603], [-5.76588, -4.70221, -2.03129], [-4.81502, -5.73997, 0.02675], [-0.82872, -0.36871, 3.23743], [-0.08182, 1.03991, 2.76680], [-2.17505, -4.36203, 4.23580], [-2.25478, -4.71542, 5.72010], [-1.09155, -5.22989, 3.56866], [-3.53967, -4.59669, 3.57248], [-1.01555, 0.07361, 6.62811], [-1.33325, 1.28219, 5.36664], [0.27658, 0.65972, 5.56443], [-1.62747, -2.17122, 6.02906], [1.93110, -5.81955, -0.56857], [3.78459, -4.67085, 0.47558], [3.35310, -3.52792, 1.76651], [3.61849, -2.92814, 0.14380], [1.00148, -7.45396, -1.73548], [0.87725, -6.11135, -2.88802], [-0.20414, -7.49199, -3.00749], [-0.57403, -7.67331, 0.12902], [-1.86410, -7.94815, -1.03862], [-2.05015, -6.70608, 0.20384], [-1.36419, -4.84942, -3.02523], [-2.47509, -4.91327, -1.66184], [-2.38249, -6.27306, -2.80301], [-6.03642, -2.02506, -1.50770], [-5.85544, 0.33981, -1.75831], [-4.15550, 0.83447, -1.88626], [-5.04286, 1.15314, -0.40376], [-7.31958, -3.36581, -0.11531], [-6.63388, -4.18929, 1.28624], [-7.47607, -5.11254, 0.04092], [-6.46999, -3.97319, -2.42104], [-6.19392, -5.68896, -2.18898], [-4.84555, -4.63017, -2.60466], [-4.53009, -5.59204, 1.06337], [-3.93246, -5.98193, -0.55308], [-5.50569, -6.57983, -0.02565], [-1.29477, -4.56928, 6.20933], [-2.52735, -5.76339, 5.82293], [-3.01136, -4.11979, 6.22482], [-0.10702, -4.95683, 3.94633], [-1.09969, -5.10770, 2.48849], [-1.26075, -6.27913, 3.79766], [-4.30240, -3.99646, 4.06512], [-3.82197, -5.64274, 3.66059], [-3.51135, -4.32504, 2.51919], [3.71228, 2.87459, 1.95228], [3.62036, 4.18207, 1.49448], [2.78197, 4.46464, 0.43541], [2.04099, 3.43801, -0.16797], [2.09107, 2.18621, 0.33707], [2.91095, 1.92361, 1.35165], [1.17571, 3.65989, -1.34135], [1.34270, 4.80396, -2.13165], [0.49815, 5.06092, -3.19237], [-0.52259, 4.17317, -3.48375], [-0.65890, 3.01457, -2.73381], [0.17310, 2.70471, -1.65518], [4.36933, 2.60220, 2.76044], [4.19892, 4.96583, 1.96004], [2.69428, 5.48144, 0.08794], [2.92347, 0.89442, 1.69788], [2.14891, 5.49361, -1.93159], [0.63179, 5.95189, -3.78758], [-1.20289, 4.38023, -4.29669], [-1.45931, 2.33224, -3.00816], [-0.93847, 3.10278, 0.90428], [-1.87312, 3.05571, 1.14227], [-0.70557, 4.03734, 0.92372], [-0.55229, -0.78935, -1.03419], [-0.29650, -0.20802, -2.18894], [-1.01338, -0.51436, -3.23743], [-0.68201, 0.11470, -4.46445], [-0.43907, 0.61183, -5.46788], [-2.10654, -1.41209, -3.23261], [-2.98935, -2.14330, -3.16614], [5.89240, -2.74572, -4.17632], [5.38894, -1.50715, -4.38071], [5.74509, -0.79317, -5.28751], [4.34297, -1.06614, -3.39798], [3.46545, -1.93470, -2.75945], [2.52095, -1.40392, -1.89865], [2.41254, -0.10865, -1.61277], [3.24217, 0.71982, -2.24556], [4.20183, 0.29397, -3.14442], [6.62473, -3.06212, -4.79127], [5.68235, -3.29242, -3.36161], [3.48218, -2.99915, -2.93855], [1.80697, -2.05968, -1.41706], [3.12149, 1.77122, -2.02877], [4.84037, 0.99492, -3.65510]], "e_homo_ha": -0.3716, "homo_lumo_gap_ev": 7.0, "lumo_energy_ha": -0.114, "max_force_ev_per_a": 3.9, "charge": 1}


3.
{"formula": "CH2N2O2S3", "method": "ωB97M-V/def2-TZVPD", "symbols": ["N", "C", "S", "N", "S", "O", "O", "S", "H", "H"], "coordinates": [[-1.42078, -0.18104, 0.19218], [-0.70192, 0.98473, 0.02324], [-1.63182, 2.40085, -0.08127], [0.58443, 0.99381, -0.01874], [1.31746, -0.48935, 0.04862], [0.72706, -1.38934, -0.96926], [1.18311, -1.04522, 1.39920], [3.20713, -0.14946, -0.37230], [-0.88543, -0.99430, -0.09673], [-2.37925, -0.13069, -0.12494]], "e_homo_ha": -0.0131, "homo_lumo_gap_ev": 6.1, "lumo_energy_ha": 0.212, "max_force_ev_per_a": 1.4, "charge": -2, "smiles": "NC(=S)N=S([O-])([O-])=S"}


Calculated values (kcal per mole) of ΔE to the lowest compared entry with this formula, charge and spin for the records, taken in order: 0.0 30.9 0.0.